The following is a quantum chemistry calculation of a 6-piece molecular cluster, C32H54IN4O13PS overall, from the OMol25 dataset.

Element x y z (Å)
C (-1.02628, 1.99931, 6.74267)
C (0.51727, 1.61372, 6.22647)
C (1.02104, 0.08244, 6.67101)
N (1.32756, 2.49802, 5.52758)
C (1.66652, 1.97445, 4.15022)
C (3.06078, 1.12785, 3.78044)
I (4.57843, 0.77462, 5.36279)
C (3.35424, 0.57031, 2.26705)
P (4.90966, -0.36409, 1.67262)
O (6.13119, 0.69151, 1.02017)
O (5.53251, -1.47575, 2.85879)
C (2.19423, 0.87909, 1.11443)
N (2.25211, 0.46548, -0.34062)
S (0.74950, 1.02564, -1.09739)
N (-0.12691, 1.86116, 0.17354)
C (0.79855, 1.70053, 1.36895)
C (0.56714, 2.26775, 2.92533)
C (-0.83047, 3.13499, 3.14426)
C (-0.36412, 4.71756, 3.25674)
C (0.75488, 5.08309, 2.07058)
N (2.23454, 5.29036, 2.34816)
O (0.28080, 5.14410, 0.81417)
H (-1.78743, 1.66440, 5.90778)
H (-1.13189, 3.11678, 7.07345)
H (-1.27298, 1.31506, 7.68853)
H (2.12389, 0.05877, 7.06196)
H (0.78688, -0.66975, 5.80377)
H (0.34174, -0.25063, 7.59213)
H (5.95309, 1.60556, 1.39133)
H (6.47146, -1.16186, 3.11113)
H (-1.41903, 2.84927, 4.11439)
H (-1.57024, 3.05607, 2.23184)
H (0.20702, 4.80529, 4.30132)
H (-1.25911, 5.47182, 3.28947)
H (2.76395, 4.75379, 1.62228)
H (2.52901, 4.85866, 3.26241)
O (1.78738, 0.11773, -4.40486)
C (2.44744, -0.92077, -4.40882)
O (2.60932, -1.63057, -3.27028)
C (3.19540, -2.94402, -3.20439)
C (4.70528, -2.85876, -3.11564)
C (3.16271, -1.36522, -5.65012)
H (2.85426, -3.56962, -4.03465)
H (2.80809, -3.40929, -2.28985)
H (5.13447, -2.38505, -4.00255)
H (5.14257, -3.85546, -3.00977)
H (5.00415, -2.24919, -2.25620)
H (4.11610, -0.83569, -5.72522)
H (2.54136, -1.11677, -6.51624)
H (3.33444, -2.43939, -5.69822)
O (3.07505, 0.83293, -10.00464)
C (2.34463, 1.59154, -9.36811)
O (2.84264, 2.31700, -8.34244)
C (2.12751, 3.36507, -7.66191)
C (1.25617, 2.79808, -6.56000)
C (0.87346, 1.65250, -9.65434)
H (1.56714, 3.98329, -8.36963)
H (2.88751, 4.01906, -7.21747)
H (0.49172, 2.12511, -6.95744)
H (0.75805, 3.60133, -6.00998)
H (1.85945, 2.21165, -5.85880)
H (0.37089, 0.83470, -9.13124)
H (0.72489, 1.53801, -10.73266)
H (0.41146, 2.60057, -9.38352)
O (-2.09374, 5.73809, 7.70742)
C (-2.87789, 5.20439, 8.49128)
O (-3.62652, 4.15098, 8.09607)
C (-4.42588, 3.34163, 8.97865)
C (-5.79153, 3.96144, 9.19252)
C (-3.08815, 5.77097, 9.86414)
H (-3.89879, 3.14336, 9.91671)
H (-4.54631, 2.37082, 8.48282)
H (-5.71820, 4.94147, 9.67145)
H (-6.41451, 3.31622, 9.81817)
H (-6.29604, 4.11597, 8.23277)
H (-3.80586, 6.59360, 9.80790)
H (-2.13024, 6.15082, 10.23304)
H (-3.42580, 5.03835, 10.59550)
O (-4.48374, -4.03064, 1.01089)
C (-3.98643, -3.30833, 0.14769)
O (-3.13942, -3.82551, -0.76960)
C (-2.65639, -3.11568, -1.92537)
C (-1.43797, -2.28457, -1.57952)
C (-4.23321, -1.82880, 0.15619)
H (-3.45410, -2.52649, -2.38752)
H (-2.37306, -3.87895, -2.66021)
H (-1.67136, -1.51849, -0.83530)
H (-1.04144, -1.79131, -2.47132)
H (-0.65423, -2.91602, -1.14760)
H (-3.54415, -1.35307, 0.85896)
H (-5.26282, -1.65077, 0.48204)
H (-4.13988, -1.36155, -0.82289)
O (-1.52794, -4.99456, -3.77892)
C (-1.45026, -6.13973, -4.22245)
O (-1.21899, -6.34775, -5.53757)
C (-0.92333, -7.63049, -6.12078)
C (-2.19700, -8.38509, -6.44207)
C (-1.70631, -7.32084, -3.33396)
H (-0.23979, -8.20321, -5.48686)
H (-0.38147, -7.42834, -7.05264)
H (-2.77900, -8.59457, -5.54061)
H (-1.96934, -9.33414, -6.93535)
H (-2.83841, -7.78997, -7.10082)
H (-2.78382, -7.49095, -3.26307)
H (-1.30857, -7.09887, -2.33872)
H (-1.21119, -8.23354, -3.66178)

Its total energy is -94847.967 eV. The strongest force on any atom is 7.90 eV Å⁻¹. Its structure (SMILES) is CC(C)=Nc1c(I)c(P(O)O)c2nsnc2c1CCC(N)=O.CCOC(C)=O.CCOC(C)=O.CCOC(C)=O.CCOC(C)=O.CCOC(C)=O.

***

The following is a quantum chemistry calculation of C32H55BaN4OP2 as an isolated structure, from the OMol25 dataset.

Element x y z (Å)
C (-2.22662, 1.40333, -1.51262)
C (-1.82468, -0.90032, -1.28944)
C (-3.29688, 1.19734, -2.38200)
C (-2.94484, -1.14762, -2.13998)
C (-3.69297, -0.11429, -2.66373)
H (-3.78598, 2.06090, -2.81255)
H (-3.18850, -2.19188, -2.37094)
H (-4.56730, -0.29970, -3.28405)
N (-1.56146, 0.40914, -0.90378)
P (-1.00445, 3.18516, 0.31098)
P (0.15209, -2.89345, 0.03829)
C (-1.85648, 2.88444, -1.26537)
H (-1.26702, 3.28403, -2.11082)
H (-2.79290, 3.45886, -1.28969)
C (-1.12025, -2.09541, -0.87439)
H (-1.85387, -2.91925, -0.91841)
C (0.52976, -4.30824, -1.22829)
C (-0.39888, -3.57616, 1.80919)
C (0.63395, 4.12679, -0.03667)
C (-2.37508, 4.04622, 1.32110)
C (2.05653, -4.28079, -1.37447)
H (2.56774, -4.55807, -0.44109)
H (2.35751, -4.99531, -2.15695)
H (2.39392, -3.27650, -1.66714)
C (0.05169, -5.70546, -0.83401)
H (0.46852, -6.06482, 0.11251)
H (-1.04315, -5.76827, -0.80477)
H (0.38692, -6.39748, -1.62201)
C (-0.10839, -3.97357, -2.57774)
H (0.36832, -4.56955, -3.36762)
H (-1.18265, -4.17823, -2.60723)
H (0.03239, -2.91812, -2.80855)
C (0.78139, -4.37167, 2.38401)
H (1.66398, -3.73284, 2.53245)
H (0.49092, -4.77573, 3.36514)
H (1.08629, -5.21909, 1.75701)
C (-0.70264, -2.39609, 2.74663)
H (0.19510, -1.79607, 2.98318)
H (-1.52765, -1.76512, 2.37384)
H (-1.04936, -2.78880, 3.71111)
C (-1.65378, -4.42609, 1.65684)
H (-1.49090, -5.32986, 1.06476)
H (-1.97983, -4.75379, 2.65327)
H (-2.47817, -3.86005, 1.20590)
C (-1.84719, 4.32307, 2.74331)
H (-2.62389, 4.87131, 3.29858)
H (-1.63394, 3.39294, 3.29461)
H (-0.93550, 4.93761, 2.74306)
C (-3.56911, 3.07520, 1.39873)
H (-3.97561, 2.81982, 0.41263)
H (-3.31714, 2.13861, 1.91809)
H (-4.37393, 3.55991, 1.96951)
C (-2.81821, 5.35563, 0.65868)
H (-3.64895, 5.76710, 1.25171)
H (-2.02256, 6.10825, 0.64666)
H (-3.18349, 5.21748, -0.36609)
C (1.05613, 3.96190, -1.50206)
H (0.41594, 4.53107, -2.18967)
H (2.08069, 4.34879, -1.61751)
H (1.06376, 2.91185, -1.81855)
C (1.70062, 3.48122, 0.88423)
H (1.90676, 2.42570, 0.62111)
H (2.64762, 4.02677, 0.76136)
H (1.42686, 3.53045, 1.95184)
C (0.48732, 5.61915, 0.26745)
H (-0.24166, 6.10072, -0.39836)
H (0.21557, 5.81850, 1.31247)
H (1.46098, 6.10096, 0.08637)
Ba (-0.10510, 0.39672, 1.56136)
C (-1.83309, 0.30655, 4.43249)
O (-2.53044, 0.51670, 5.32322)
N (1.19941, -0.55039, -0.44240)
C (1.10169, -1.04576, -1.54036)
C (1.88376, -0.80603, -2.89888)
C (1.48401, -1.68926, -4.06558)
C (1.60273, 0.63649, -3.29062)
C (3.35544, -1.03686, -2.55064)
H (1.71525, -2.74375, -3.87333)
H (0.41866, -1.56771, -4.30078)
H (2.05534, -1.39614, -4.96222)
H (1.92564, 1.32581, -2.50016)
H (2.10553, 0.92297, -4.22768)
H (0.52142, 0.77107, -3.43452)
H (4.02084, -0.74361, -3.36973)
H (3.62836, -0.48480, -1.63664)
H (3.53675, -2.09608, -2.32879)
N (3.38184, -0.56321, 2.44587)
C (4.30315, -0.26788, 3.38409)
C (3.68689, 0.59003, 4.29610)
C (2.37449, 0.76808, 3.84196)
N (2.17434, 0.05250, 2.69328)
H (3.48404, -1.15486, 1.62161)
H (5.30409, -0.66288, 3.36385)
H (4.12068, 1.03283, 5.17439)
H (1.57084, 1.35692, 4.27406)

Its total energy is -61347.766 eV. The charge is +1. The strongest force on any atom is 5.42 eV Å⁻¹. The value obtained for the energy above the lowest of the compared OMol25 structures with the same formula, charge and spin is 72.8 kcal/mol.

***

The following is a quantum chemistry calculation of C32H55MgN2P as an isolated structure, from the OMol25 dataset.

Element x y z (Å)
Mg (-0.44240, -1.41709, 0.36092)
N (-1.20611, -2.96346, 1.64247)
C (-0.23818, -3.80390, 2.36071)
C (0.78097, -4.52147, 1.47812)
C (1.75426, -3.60191, 0.72919)
N (1.11357, -2.70599, -0.24959)
H (-1.77535, -2.50917, 2.36931)
H (-1.77886, -3.59994, 1.12706)
H (-0.78046, -4.53865, 2.97707)
H (0.23330, -3.12206, 3.10128)
H (0.29732, -5.20153, 0.75718)
H (1.34503, -5.17314, 2.11583)
H (2.47982, -4.25361, 0.21726)
H (2.34496, -2.98276, 1.39511)
H (0.76171, -3.31557, -0.98084)
H (1.85714, -2.16347, -0.69133)
C (2.47947, -0.54897, -5.69783)
C (2.68532, -1.46861, -4.49188)
C (4.17290, -1.58389, -4.12563)
C (1.88169, -0.94798, -3.30149)
C (2.45508, -0.29630, -2.23253)
C (1.70091, 0.41521, -1.29003)
C (2.46005, 1.18324, -0.23325)
C (3.27512, 2.35515, -0.81848)
C (3.34966, 0.24048, 0.55530)
C (0.26704, 0.43834, -1.35807)
C (-0.33324, -0.39186, -2.34438)
C (0.48645, -1.04860, -3.25682)
C (-1.83605, -0.62965, -2.51588)
C (-2.67130, 0.63132, -2.72096)
C (-2.34811, -1.49646, -1.35773)
C (-0.33190, 1.75012, -0.80706)
C (-0.17662, 2.79654, -1.69649)
C (-0.41146, 4.11340, -1.32650)
C (-0.77727, 4.40741, -0.02064)
C (-1.00293, 3.36174, 0.84988)
C (-0.84413, 2.03179, 0.47124)
P (-1.30081, 0.69158, 1.64039)
C (-3.16758, 1.03529, 1.99052)
C (-3.99377, 0.82634, 0.72322)
C (-3.71141, 0.08385, 3.07239)
C (-3.45808, 2.48446, 2.42031)
C (-0.33757, 0.96272, 3.25534)
C (-0.80706, 2.04611, 4.24488)
C (1.11404, 1.26177, 2.92910)
C (-0.42336, -0.36664, 4.00094)
H (3.07370, -0.89088, -6.54282)
H (2.76985, 0.46612, -5.44107)
H (1.42400, -0.53500, -5.99934)
H (2.35982, -2.47895, -4.72660)
H (4.63076, -0.59076, -4.01861)
H (4.72819, -2.08201, -4.91072)
H (4.32088, -2.19970, -3.23531)
H (3.52170, -0.16210, -2.16303)
H (1.72378, 1.59154, 0.46984)
H (3.95417, 2.03382, -1.59892)
H (3.89817, 2.79202, -0.03997)
H (2.62310, 3.13743, -1.24180)
H (4.24291, -0.04266, -0.02034)
H (2.82667, -0.68515, 0.82360)
H (3.68444, 0.66507, 1.49316)
H (0.01445, -1.59697, -4.06012)
H (-1.95190, -1.23736, -3.41267)
H (-2.57009, 1.39233, -1.93385)
H (-3.74781, 0.35787, -2.79455)
H (-2.39719, 1.11142, -3.64127)
H (-2.37760, -0.90578, -0.42288)
H (-1.74727, -2.41989, -1.23802)
H (-3.38656, -1.84753, -1.48844)
H (0.20654, 2.58375, -2.67560)
H (-0.21008, 4.93302, -2.00465)
H (-0.87618, 5.44105, 0.31363)
H (-1.36438, 3.56758, 1.83935)
H (-4.04014, -0.23844, 0.45586)
H (-3.60183, 1.38574, -0.10858)
H (-5.02004, 1.16926, 0.89773)
H (-3.42941, -0.95646, 2.89751)
H (-4.80997, 0.06865, 3.07699)
H (-3.39284, 0.33970, 4.07372)
H (-3.41753, 3.12737, 1.53056)
H (-2.85885, 2.86854, 3.21910)
H (-4.51525, 2.48987, 2.77356)
H (-0.73562, 3.02801, 3.78083)
H (-0.13167, 2.06704, 5.09763)
H (-1.81162, 1.84851, 4.57865)
H (1.25609, 2.24344, 2.48037)
H (1.54858, 0.52229, 2.27936)
H (1.72356, 1.26996, 3.82579)
H (-1.42766, -0.60327, 4.32919)
H (0.20676, -0.35526, 4.89538)
H (-0.05842, -1.13744, 3.31975)

Its total energy is -51780.240 eV. The charge is +2. The strongest force on any atom is 1.39 eV Å⁻¹.

***

The following is a quantum chemistry calculation of C32H56BaN3OP2 as an isolated structure, from the OMol25 dataset.

Element x y z (Å)
C (-0.59466, -0.43416, 2.66746)
C (-2.04960, 0.02766, 0.92010)
C (-1.65659, -0.51484, 3.59128)
C (-3.15398, 0.04584, 1.80479)
C (-2.97594, -0.31049, 3.12509)
H (-1.43396, -0.82601, 4.59495)
H (-4.15082, 0.25371, 1.37700)
H (-3.81815, -0.29366, 3.81789)
N (-0.77123, -0.24889, 1.35820)
P (2.05289, 0.34110, 2.10234)
P (-1.49935, -1.10324, -1.63720)
C (0.83607, -0.45814, 3.24553)
H (0.85481, -0.01239, 4.25613)
H (1.06258, -1.53999, 3.35849)
C (-2.32556, -0.04884, -0.52722)
H (-3.33430, 0.28464, -0.80610)
C (-1.71235, -0.40400, -3.46101)
C (-2.55745, -2.61217, -1.38881)
C (1.94073, 2.19376, 2.59648)
C (3.67300, -0.53984, 2.57399)
C (-0.44771, 0.40043, -3.83190)
H (0.47754, -0.21133, -3.78759)
H (-0.59223, 0.71645, -4.87949)
H (-0.33931, 1.31018, -3.22129)
C (-1.84403, -1.56636, -4.46592)
H (-0.97966, -2.25079, -4.40802)
H (-2.78465, -2.13614, -4.37201)
H (-1.84924, -1.12558, -5.47827)
C (-2.96040, 0.48929, -3.51420)
H (-3.09362, 0.80358, -4.56884)
H (-3.88924, -0.02803, -3.18517)
H (-2.79309, 1.39697, -2.90939)
C (-1.92502, -3.80117, -2.11283)
H (-0.87648, -3.93916, -1.83971)
H (-2.45528, -4.71122, -1.81728)
H (-2.00009, -3.72355, -3.19321)
C (-2.60624, -2.95827, 0.11130)
H (-1.60327, -3.00285, 0.55289)
H (-3.22405, -2.25075, 0.67970)
H (-3.06070, -3.95553, 0.21820)
C (-3.98810, -2.35076, -1.86107)
H (-4.47272, -1.51055, -1.35266)
H (-4.07378, -2.20304, -2.93791)
H (-4.58651, -3.24860, -1.61588)
C (4.80783, 0.16516, 1.81476)
H (5.75422, -0.33462, 2.05257)
H (4.69669, 0.12241, 0.71966)
H (4.93720, 1.21953, 2.08294)
C (3.57860, -1.99723, 2.07972)
H (2.78975, -2.54679, 2.60870)
H (3.39277, -2.07102, 0.99537)
H (4.53776, -2.49241, 2.29550)
C (3.92573, -0.53407, 4.08415)
H (3.08411, -0.97132, 4.62956)
H (4.81546, -1.15429, 4.28123)
H (4.13163, 0.46628, 4.47281)
C (0.49820, 2.57857, 2.95569)
H (0.13302, 2.10434, 3.87660)
H (0.45555, 3.66602, 3.12104)
H (-0.19847, 2.34568, 2.14208)
C (2.38752, 3.01462, 1.35611)
H (1.63247, 2.96304, 0.53498)
H (2.47306, 4.06375, 1.67387)
H (3.36694, 2.68062, 0.97197)
C (2.82469, 2.49611, 3.80716)
H (2.54831, 1.90665, 4.69081)
H (3.88667, 2.35647, 3.57705)
H (2.69565, 3.55729, 4.07013)
Ba (1.21925, 0.28115, -1.00706)
C (0.71684, -2.53433, -0.29595)
O (0.88400, -3.54430, 0.21737)
N (-0.43958, 2.16649, -1.10624)
C (-1.60160, 2.35987, -0.86295)
C (-2.76983, 3.23460, -0.60479)
C (-4.17739, 2.66028, -0.73769)
C (-2.52434, 3.68931, 0.83134)
C (-2.50726, 4.32619, -1.62471)
H (-4.32958, 2.20225, -1.72469)
H (-4.34739, 1.92737, 0.06691)
H (-4.88100, 3.49348, -0.61244)
H (-1.48074, 4.03639, 0.97364)
H (-3.20717, 4.51602, 1.06710)
H (-2.74377, 2.84824, 1.51957)
H (-3.17821, 5.15659, -1.45458)
H (-1.48327, 4.72154, -1.55654)
H (-2.68460, 3.97387, -2.65573)
C (4.93956, -3.58332, -2.59570)
C (5.23919, -2.15577, -3.11618)
C (4.20710, -1.21793, -2.74270)
N (3.42521, -0.41031, -2.41215)
H (4.77976, -3.53969, -1.50847)
H (5.79672, -4.24114, -2.78317)
H (4.05555, -4.00645, -3.08180)
H (6.17070, -1.78330, -2.66119)
H (5.34824, -2.12514, -4.20449)

Its total energy is -59876.755 eV. The charge is +1. The strongest force on any atom is 4.93 eV Å⁻¹. The value obtained for the energy above the lowest of the compared OMol25 structures with the same formula, charge and spin is 24.8 kcal/mol.